Here is a single CH2F3NO molecule from OMol25. Energies are from ωB97M-V/def2-TZVPD.

XYZ file:
```
8
Properties=species:S:1:pos:R:3
N -1.322 -0.393 -0.749
O -0.273 0.659 -0.293
C 0.676 0.350 0.626
F 1.523 1.362 0.650
F 1.369 -0.787 0.346
F 0.329 0.177 1.897
H -1.514 -0.021 -1.746
H -0.787 -1.348 -0.732
```

## Properties
orbital gap: 11.469 eV
SMILES string: NOC(F)(F)F
relative energy (zero: lowest compared OMol25 entry of this formula, charge and spin): 21.9 kJ/mol
E_HOMO: -10.85 eV